Record 1
Formula: C4H7NO2
Source: the Open Molecules 2025 dataset
Level of theory: ωB97M-V/def2-TZVPD

```
14
Properties=species:S:1:pos:R:3:forces:R:3:nbo_charge:R:1
C -2.198 -0.777 0.217 0.0 0.0 0.0 -0.72
C -0.709 -0.748 0.461 0.1 -0.2 0.1 0.59
O -0.125 -1.630 1.050 -0.2 0.4 -0.2 -0.53
C 0.043 0.472 -0.061 -0.1 0.0 -0.1 -0.33
N 1.451 0.330 0.180 0.2 0.0 0.0 -0.62
C 2.428 0.862 -0.600 0.1 -0.1 0.1 0.54
O 3.616 0.677 -0.445 -0.4 0.1 -0.1 -0.59
H -2.653 0.202 0.403 0.1 -0.1 0.0 0.23
H -2.656 -1.531 0.858 0.1 0.1 -0.1 0.25
H -2.393 -1.037 -0.830 0.1 0.0 0.1 0.24
H -0.385 1.358 0.436 0.0 -0.1 0.0 0.21
H -0.166 0.587 -1.133 0.0 0.0 0.2 0.22
H 1.724 -0.361 0.869 0.0 0.1 -0.1 0.43
H 2.022 1.502 -1.410 0.1 -0.1 0.1 0.10
```
Forces are in eV/Å.

Kohn-Sham gap in eV: 10.54
SMILES: CC(=O)CNC=O
HOMO in eV: -9.9
E_LUMO in Eh: 0.0228
DFT total energy in a.u.: -361.858108

***

Record 2
Formula: C4H7NO2
Source: the Open Molecules 2025 dataset
Level of theory: ωB97M-V/def2-TZVPD

```
14
Properties=species:S:1:pos:R:3:forces:R:3:nbo_charge:R:1
O 1.234 0.370 -1.510 0.0 0.2 0.1 -0.72
C 0.394 -0.613 -1.027 0.1 -0.4 0.2 0.00
C 0.743 -1.303 0.111 0.0 0.1 -0.2 -0.16
O -0.027 -0.135 1.854 -0.1 0.3 -0.1 -0.60
C -0.127 1.048 1.482 0.1 -0.1 0.1 0.47
N -0.663 1.432 0.303 0.0 -0.2 0.1 -0.60
C -1.188 0.401 -0.373 -0.3 0.1 0.0 -0.07
H 0.984 1.201 -1.066 0.1 -0.1 -0.1 0.49
H -0.194 -1.128 -1.788 0.0 0.1 0.1 0.21
H 0.184 -2.181 0.415 0.1 0.1 -0.1 0.22
H 1.668 -1.094 0.633 -0.1 0.0 -0.1 0.23
H 0.310 1.855 2.088 0.0 -0.1 -0.1 0.13
H -1.695 -0.404 0.162 0.1 0.1 -0.1 0.19
H -1.590 0.642 -1.357 0.1 -0.1 0.1 0.20
```
Forces are in eV/Å.

Kohn-Sham gap in eV: 9.08
HOMO in eV: -9.4
E_LUMO in Eh: -0.0134
DFT total energy in a.u.: -361.743899

***

Record 3
Formula: C4H7NO2
Source: the Open Molecules 2025 dataset
Level of theory: ωB97M-V/def2-TZVPD

```
14
Properties=species:S:1:pos:R:3:forces:R:3:nbo_charge:R:1
C 1.394 0.317 -0.928 -0.5 4.0 -2.3 -0.44
N 0.714 0.405 0.301 -2.1 3.1 1.6 -0.10
O -0.399 1.666 0.264 0.9 -1.1 -0.1 -0.40
C -1.592 1.151 0.735 4.3 -3.4 -1.6 0.17
C -1.541 -0.194 0.831 0.1 0.7 1.2 -0.36
C -0.134 -0.677 0.565 0.3 -2.9 0.5 0.18
O 0.537 -1.468 1.642 -1.2 0.7 -0.4 -0.73
H 0.776 -0.141 -1.676 -0.5 0.0 -0.9 0.17
H 1.751 1.387 -1.316 -0.9 -2.3 1.0 0.23
H 2.255 -0.264 -0.892 1.6 -1.1 0.8 0.23
H -2.373 1.807 0.805 -1.7 1.7 0.5 0.21
H -2.287 -0.806 1.338 0.1 0.0 -0.6 0.22
H -0.032 -1.374 -0.309 -0.7 0.2 0.5 0.15
H -0.137 -1.908 2.184 0.2 0.3 -0.3 0.47
```
Forces are in eV/Å.

Kohn-Sham gap in eV: 9.83
SMILES: CN1OC=C[C@@H]1O
HOMO in eV: -8.8
E_LUMO in Eh: 0.0364
DFT total energy in a.u.: -361.709838

***

Record 4
Formula: C4H7NO2
Source: the Open Molecules 2025 dataset
Level of theory: ωB97M-V/def2-TZVPD

```
14
Properties=species:S:1:pos:R:3:forces:R:3:nbo_charge:R:1
C -1.798 0.825 -0.714 -2.1 -0.4 -3.1 -0.28
C -2.539 -0.443 -0.733 0.4 0.7 -0.2 0.36
C 2.240 -0.596 -0.233 -0.9 0.4 1.9 -0.26
C -0.942 0.796 1.496 0.6 0.3 0.1 0.16
N -1.402 1.106 0.458 1.5 0.3 0.8 -0.23
O -2.817 -1.146 0.211 0.2 0.1 0.6 -0.56
O 2.830 -0.049 0.994 0.0 -0.6 -0.3 -0.73
H -1.762 1.461 -1.654 0.3 -0.7 1.8 0.23
H -2.781 -0.751 -1.729 -0.4 -0.4 -1.1 0.11
H 2.585 0.108 -0.943 0.3 -0.1 -1.7 0.18
H 1.107 -0.574 -0.242 1.3 0.2 0.6 0.19
H 2.538 -1.635 -0.278 0.2 -0.1 -0.8 0.18
H -1.051 1.078 2.498 -0.4 0.1 1.2 0.21
H 3.792 -0.181 0.869 -0.9 0.2 0.3 0.46
```
Forces are in eV/Å.

Kohn-Sham gap (spin up / spin down) in eV: 8.63 / 8.63
HOMO (spin up / spin down) in eV: -8.5 / -8.5
E_LUMO (spin up / spin down) in Eh: 0.0058 / 0.0058
DFT total energy in a.u.: -361.703267

***

Record 5
Formula: C4H7NO2
Source: the Open Molecules 2025 dataset
Level of theory: ωB97M-V/def2-TZVPD

```
14
Properties=species:S:1:pos:R:3:forces:R:3:nbo_charge:R:1
C -1.343 -0.468 -0.470 0.5 -0.2 0.9 0.27
C -0.123 -0.106 -1.164 0.7 0.1 0.5 -0.56
C 0.669 -0.182 0.285 0.5 0.1 -1.7 0.28
C 0.985 1.247 0.732 -0.2 -0.2 0.4 0.08
O -1.684 -1.762 -0.476 0.0 0.2 0.0 -0.63
N 2.054 1.579 1.303 0.0 0.0 -0.2 -0.58
O 1.444 -1.133 0.477 -0.6 0.2 0.2 -0.66
H -2.406 -1.938 0.142 0.0 0.0 -0.1 0.50
H 2.661 0.764 1.427 -0.1 0.0 0.0 0.36
H -2.123 0.266 -0.285 0.0 -0.1 0.2 0.20
H -0.500 -0.252 0.914 -0.8 -0.1 -0.1 0.09
H 0.287 -0.888 -1.794 0.0 0.0 -0.1 0.26
H -0.138 0.879 -1.620 0.0 -0.1 -0.1 0.23
H 0.215 1.995 0.528 0.0 0.0 0.0 0.16
```
Forces are in eV/Å.

Kohn-Sham gap in eV: 8.78
HOMO in eV: -8.8
E_LUMO in Eh: -0.0010
DFT total energy in a.u.: -361.706403

***

Record 6
Formula: C4H7NO2
Source: the Open Molecules 2025 dataset
Level of theory: ωB97M-V/def2-TZVPD

```
14
Properties=species:S:1:pos:R:3:forces:R:3:nbo_charge:R:1
C -0.778 1.492 0.227 0.2 -0.1 0.1 -0.27
C 1.264 0.104 -0.185 -0.2 -0.1 0.4 0.55
C -0.387 -1.247 0.330 -0.3 -0.1 -0.3 0.45
C 0.802 -1.179 -0.464 0.1 0.1 -0.2 -0.65
O 0.073 0.460 0.746 0.2 0.1 -0.2 -0.49
O -1.571 -1.461 -0.293 0.4 0.1 0.4 -0.65
N 2.138 0.997 -0.329 -0.3 0.0 -0.1 -0.79
H -2.254 -1.683 0.360 0.1 0.0 -0.1 0.48
H 2.931 0.692 -0.884 -0.1 -0.1 0.1 0.37
H -0.417 -1.553 1.380 0.0 0.2 0.0 0.16
H 1.138 -1.874 -1.212 -0.1 0.0 0.0 0.24
H -1.512 1.736 0.994 0.0 -0.1 0.0 0.19
H -0.155 2.361 0.018 0.0 -0.1 0.0 0.22
H -1.272 1.156 -0.688 0.0 0.0 0.0 0.19
```
Forces are in eV/Å.

Kohn-Sham gap in eV: 7.86
HOMO in eV: -7.4
E_LUMO in Eh: 0.0158
DFT total energy in a.u.: -361.719598

***

Record 7
Formula: C4H7NO2
Source: the Open Molecules 2025 dataset
Level of theory: ωB97M-V/def2-TZVPD

```
14
Properties=species:S:1:pos:R:3:forces:R:3:nbo_charge:R:1
C 0.015 -1.142 -1.783 1.6 -3.1 -2.8 -0.30
C -0.684 -0.939 0.570 1.7 0.2 -2.9 0.92
C -0.391 1.526 0.946 -2.1 0.6 -1.6 -0.27
C 0.909 1.005 1.373 -0.3 2.0 4.1 -0.22
H 1.245 -1.165 -2.371 -4.1 0.5 1.6 0.20
H -0.109 -2.415 -1.508 -0.3 3.9 -1.3 0.22
H -0.944 -0.594 -2.680 3.1 -1.9 3.1 0.20
H -1.075 2.322 1.408 1.5 -1.3 -0.2 0.22
H -0.546 1.471 -0.212 0.3 0.3 2.4 0.22
H 1.435 0.695 0.571 1.9 -1.1 -2.2 0.21
H 1.714 1.522 2.257 -3.2 -2.0 -2.2 0.22
N -0.408 0.170 1.618 0.1 -1.0 -1.1 -0.47
O 0.176 -0.497 -0.561 -1.6 -0.7 0.6 -0.63
O -1.336 -1.960 0.372 1.5 3.7 2.5 -0.53
```
Forces are in eV/Å.

Kohn-Sham gap in eV: 11.02
HOMO in eV: -10.3
E_LUMO in Eh: 0.0268
DFT total energy in a.u.: -361.625207

***

Record 8
Formula: C4H7NO2
Source: the Open Molecules 2025 dataset
Level of theory: ωB97M-V/def2-TZVPD

```
14
Properties=species:S:1:pos:R:3:forces:R:3:nbo_charge:R:1
C -1.396 -1.277 -0.159 0.0 0.0 0.0 -0.70
C -0.285 -0.297 -0.091 0.0 0.2 0.1 0.29
N -0.311 0.876 0.418 0.4 -0.5 -0.3 -0.11
O -1.510 1.368 0.895 -0.1 0.3 0.1 -0.54
C 1.175 -0.335 -0.629 -0.2 0.3 -0.1 0.03
C 1.598 0.895 0.102 -0.1 0.2 0.1 0.01
O 2.102 -1.193 -0.268 0.1 -0.3 0.0 -0.75
H -2.200 -0.907 -0.804 0.1 0.0 0.1 0.25
H -1.024 -2.228 -0.548 0.0 0.1 0.1 0.25
H -1.822 -1.434 0.838 0.1 0.0 -0.1 0.25
H -1.275 2.209 1.311 -0.1 -0.1 -0.1 0.48
H 1.069 -0.130 -1.727 0.1 -0.1 0.1 0.13
H 2.051 1.766 -0.379 -0.1 -0.1 0.0 0.20
H 1.889 0.700 1.127 0.0 0.0 -0.1 0.22
```
Forces are in eV/Å.

Kohn-Sham gap (spin up / spin down) in eV: 8.24 / 8.24
HOMO (spin up / spin down) in eV: -8.1 / -8.1
E_LUMO (spin up / spin down) in Eh: 0.0056 / 0.0056
DFT total energy in a.u.: -361.647424

***

Record 9
Formula: C4H7NO2
Source: the Open Molecules 2025 dataset
Level of theory: ωB97M-V/def2-TZVPD

```
14
Properties=species:S:1:pos:R:3:forces:R:3:nbo_charge:R:1
O 1.742 1.698 -0.891 0.1 0.0 0.0 -0.53
N 1.683 0.340 -0.697 2.0 0.5 -0.2 -0.07
C 0.438 -0.020 -0.506 -3.2 0.2 -0.3 -0.13
C -0.038 -1.418 -0.156 0.2 0.0 0.0 -0.46
C -1.357 -0.696 0.026 -1.1 -1.0 1.4 -0.15
C -0.784 0.644 0.373 0.8 0.1 -0.7 0.05
O -0.662 0.915 1.727 0.1 -0.3 0.5 -0.68
H 2.685 1.863 -1.026 -0.1 0.0 0.0 0.48
H 0.395 -1.821 0.776 -0.2 0.1 -0.1 0.19
H 0.061 -2.168 -0.945 -0.1 0.1 0.1 0.22
H -2.216 -1.118 0.559 0.1 0.1 -0.3 0.18
H -0.427 0.109 -1.337 1.6 0.3 -0.3 0.22
H -1.130 1.568 -0.086 -0.1 -0.2 0.0 0.20
H -0.391 0.104 2.182 0.0 0.2 0.0 0.47
```
Forces are in eV/Å.

Kohn-Sham gap (spin up / spin down) in eV: 8.55 / 8.21
HOMO (spin up / spin down) in eV: -8.7 / -8.4
E_LUMO (spin up / spin down) in Eh: -0.0047 / -0.0059
DFT total energy in a.u.: -361.612397

***

The lowest DFT total energy belongs to which entry?
number 1

***

Number 1 is which compound?
C4H7NO2

***

The highest DFT total energy belongs to which entry?
number 9

***

The highest DFT total energy belongs to which entry?
number 9